Record 1
The following is a quantum chemistry calculation of C30H51InO6PS4Si as an isolated structure in a non-equilibrium geometry, from OMol25.

## Properties
Maximum force (hartree/bohr): 0.044
E (a.u.): -4038.97129
Total charge: +1

Atoms and positions in Å:
In: -0.29499 0.53800 -0.25952
C: -1.72785 -1.45235 -3.67844
C: -1.34796 -2.26735 -2.44278
C: -2.15521 -3.56021 -2.39586
C: 0.14862 -2.58021 -2.40804
O: -1.62931 -1.42077 -1.31341
Si: -2.17350 -1.89814 0.16495
S: -2.29207 0.05052 1.09534
O: -3.56656 -2.67450 0.17744
C: -4.96299 -2.34388 0.15192
C: -5.34751 -1.82762 1.53619
C: -5.68057 -3.65533 -0.17221
C: -5.24726 -1.30091 -0.92589
O: -0.97325 -2.77467 0.76374
C: -0.87706 -3.69102 1.87058
C: -1.66722 -3.15032 3.05348
C: -1.42580 -5.04017 1.41464
C: 0.61141 -3.80392 2.20284
H: -1.50026 -2.00001 -4.58785
H: -1.18525 -0.50471 -3.68154
H: -2.79325 -1.23837 -3.65125
H: -2.01079 -4.11306 -3.31985
H: -3.20946 -3.33234 -2.27565
H: -1.83601 -4.17252 -1.55610
H: 0.42566 -3.24800 -3.22000
H: 0.38819 -3.05272 -1.45681
H: 0.71560 -1.64893 -2.50009
H: -5.18133 -2.60086 2.28231
H: -6.39250 -1.53727 1.55898
H: -4.73536 -0.96308 1.78646
H: -5.43519 -4.41038 0.56987
H: -5.36471 -4.02175 -1.14597
H: -6.75459 -3.49984 -0.18369
H: -4.72908 -0.37280 -0.70157
H: -6.31302 -1.10291 -0.97643
H: -4.91888 -1.66503 -1.89634
H: -2.72298 -3.11144 2.80242
H: -1.32884 -2.14653 3.29739
H: -1.53356 -3.78830 3.91996
H: -2.45703 -4.93475 1.08764
H: -1.38064 -5.75647 2.22879
H: -0.83005 -5.41929 0.58728
H: 1.02570 -2.82253 2.41397
H: 1.14629 -4.23978 1.36239
H: 0.75287 -4.44021 3.07158
O: -0.58983 2.86954 -0.54053
S: -0.44103 3.31386 0.90117
C: -1.67866 4.60805 1.13078
C: -2.27252 4.68533 2.38106
C: -3.20997 5.67476 2.62298
C: -3.54896 6.56942 1.62037
C: -2.96069 6.46960 0.36909
C: -2.02034 5.48402 0.11518
C: 1.02237 4.36558 0.81570
C: 1.79377 4.51495 1.95570
C: 2.95958 5.25882 1.88752
C: 3.34432 5.83924 0.68883
C: 2.56426 5.68033 -0.44575
C: 1.39962 4.93418 -0.38737
H: -2.01121 3.97346 3.14719
H: -3.67889 5.74289 3.58977
H: -4.27812 7.34155 1.81132
H: -3.23295 7.15977 -0.41554
H: -1.57095 5.38347 -0.86035
H: 1.48711 4.04590 2.87882
H: 3.56797 5.38078 2.76836
H: 4.25690 6.41263 0.63842
H: 2.86317 6.13265 -1.37910
H: 0.79658 4.77106 -1.26793
C: 6.47011 1.63169 -0.14599
C: 5.07694 2.07095 0.27089
C: 4.18512 2.42374 -0.90508
O: 4.47282 1.06120 1.09876
P: 3.90584 -0.36963 0.76693
S: 4.40439 -1.66288 2.15647
S: 1.81935 -0.33974 0.89209
O: 4.38294 -0.63253 -0.73133
C: 3.89896 -1.65566 -1.61546
C: 4.88073 -1.71050 -2.77886
C: 3.76011 -2.99572 -0.91520
H: 6.99362 2.45407 -0.62799
H: 6.41203 0.79196 -0.83377
H: 7.03549 1.32574 0.73154
H: 5.14884 2.93114 0.94852
H: 4.14256 1.59126 -1.60298
H: 4.58557 3.29366 -1.41827
H: 3.17979 2.66082 -0.55884
H: 2.91160 -1.32498 -1.97691
H: 5.85657 -2.04294 -2.43591
H: 4.99100 -0.73068 -3.23756
H: 4.51567 -2.40774 -3.52618
H: 4.70461 -3.28220 -0.45702
H: 3.46969 -3.75490 -1.63628
H: 3.00165 -2.94122 -0.13814

---

Record 2
The following is a quantum chemistry calculation of C30H51N12O4SiSn as an isolated structure, from OMol25.

## Properties
Maximum force (hartree/bohr): 0.007
E (a.u.): -2634.76736
Total charge: +3

Atoms and positions in Å:
Sn: 0.83882 -1.14394 -0.16593
C: -2.72501 -5.07021 -2.49829
N: -2.51312 -3.83203 -1.74394
C: -3.68533 -3.05372 -1.34774
C: -1.29305 -3.38848 -1.41780
N: -1.03099 -2.22649 -0.89170
N: -0.25388 -4.27523 -1.67987
C: 1.04485 -4.21282 -1.24085
N: 1.75882 -5.32401 -1.47866
N: 1.54515 -3.16553 -0.65115
H: -3.76163 -5.10276 -2.81675
H: -2.53527 -5.95693 -1.88892
H: -2.12020 -5.09158 -3.40674
H: -4.55219 -3.70725 -1.36083
H: -3.87006 -2.21816 -2.02496
H: -3.56840 -2.68750 -0.32697
H: -1.86935 -1.67317 -0.76878
H: -0.50789 -5.11899 -2.16549
H: 1.35833 -6.14918 -1.89185
H: 2.74009 -5.35732 -1.26311
H: 2.51032 -3.30932 -0.37790
N: 3.81928 -1.26380 1.30629
N: 4.86171 -0.98005 0.41381
C: 4.60482 -0.74527 -0.89057
N: 5.63279 -0.49674 -1.69116
N: 3.30299 -0.74913 -1.20616
N: 2.92398 -0.56615 -2.49858
O: 1.69371 -0.54518 -2.63645
O: 3.69831 -0.43923 -3.42328
H: 3.63618 -0.45509 1.89223
H: 4.09790 -2.03996 1.89457
H: 5.80389 -0.87872 0.76044
H: 6.58091 -0.55173 -1.35634
H: 5.45694 -0.37751 -2.67759
C: -2.74532 0.49007 -2.91808
C: -1.60997 1.41947 -3.29093
C: -2.10574 2.80511 -3.66534
C: -0.70870 0.82617 -4.34968
Si: -0.21341 2.72331 -1.13991
O: -0.79239 1.58159 -2.05422
C: 1.31018 3.57821 -1.62160
C: 2.58488 3.03960 -1.40566
C: 3.70277 3.71633 -1.86339
C: 3.56407 4.92615 -2.53300
C: 2.30683 5.46705 -2.75371
C: 1.17940 4.79557 -2.30451
C: -1.28398 3.24367 0.22069
C: -1.37333 4.61294 0.49923
C: -2.29064 5.07571 1.43468
C: -3.09912 4.17395 2.10821
C: -3.00244 2.80712 1.85431
C: -2.10910 2.34297 0.90810
H: -3.43694 0.40315 -3.75608
H: -3.29549 0.87077 -2.05623
H: -2.35149 -0.50238 -2.69382
H: -2.71951 2.75340 -4.56445
H: -1.26304 3.46552 -3.88322
H: -2.71926 3.23189 -2.86832
H: -1.30002 0.61119 -5.24033
H: -0.25360 -0.09793 -3.99897
H: 0.08657 1.51853 -4.62507
H: 2.70225 2.10672 -0.86820
H: 4.68971 3.30508 -1.69733
H: 4.44177 5.45233 -2.88364
H: 2.20154 6.40828 -3.27544
H: 0.20400 5.23267 -2.49280
H: -0.73195 5.32630 -0.00680
H: -2.37231 6.13534 1.63434
H: -3.81220 4.53467 2.83770
H: -3.63536 2.11476 2.39338
H: -2.04459 1.27974 0.70355
C: 0.26369 3.78433 3.93791
C: 1.41075 3.85289 2.92758
C: 1.39456 2.71460 2.00586
N: 1.33046 1.82667 1.27692
H: 0.25765 4.69308 4.53578
H: 0.38384 2.93517 4.60846
H: -0.69604 3.69935 3.42965
H: 2.38342 3.87277 3.42111
H: 1.34571 4.75594 2.31639
O: 0.25105 -2.05119 1.96397
C: -0.31048 -3.01379 2.50517
C: 0.36996 -3.87750 3.51051
C: 0.10519 -3.13379 4.85221
C: -1.35015 -2.72252 5.14537
C: -1.91390 -1.56808 4.29000
C: -2.42660 -1.99443 2.90218
N: -1.66242 -3.16974 2.42320
H: 1.43892 -3.95428 3.32448
H: -0.07120 -4.87546 3.53841
H: 0.72722 -2.23523 4.86253
H: 0.46224 -3.77692 5.65604
H: -1.37564 -2.40342 6.18724
H: -2.01142 -3.59460 5.09863
H: -1.13464 -0.81017 4.17169
H: -2.73240 -1.09037 4.82920
H: -2.32824 -1.18719 2.17702
H: -3.47293 -2.29284 2.93512
H: -1.96603 -4.00507 2.90487

---

Record 3
The following is a quantum chemistry calculation of a 12-piece molecular cluster, C30H51N14S overall in a non-equilibrium geometry, from OMol25.

## Properties
Maximum force (hartree/bohr): 0.344
E (a.u.): -2337.57960
Total charge: +1

Atoms and positions in Å:
N: 1.26522 -2.95473 0.84222
C: 0.98857 -1.47889 0.97409
C: -0.53536 -1.02873 0.63503
C: -1.42216 -2.13712 -0.15263
C: -2.26755 -2.98049 0.98437
S: -3.68396 -1.97286 1.72676
H: 0.51235 -3.54637 1.24139
H: 2.08962 -3.12064 1.47626
H: 1.20979 -1.19753 2.08740
H: 1.73998 -0.90162 0.30070
H: -1.05858 -0.71204 1.62019
H: -0.45025 -0.07523 -0.04830
H: -2.24554 -1.59172 -0.79155
H: -0.81627 -2.89137 -0.78466
H: -2.62318 -3.99152 0.55072
H: -1.52921 -3.16645 1.85668
H: -4.00403 -1.02603 0.71896
H: -3.11655 -1.17977 2.76023
C: -5.69445 -2.12456 -2.30383
C: -4.80894 -0.97068 -1.90090
N: -4.09278 -0.03328 -1.57928
H: -6.72859 -1.91784 -2.01714
H: -5.64719 -2.27005 -3.38538
H: -5.36284 -3.03932 -1.80680
C: 1.60355 -1.85193 -2.57644
C: 1.07002 -2.49025 -3.83698
N: 0.62441 -3.01534 -4.87130
H: 2.63515 -2.16876 -2.40670
H: 1.57656 -0.76324 -2.67038
H: 0.99444 -2.15027 -1.71878
C: -1.90353 -6.51424 -4.62322
C: -0.97009 -5.31092 -4.59040
N: -0.22081 -4.34781 -4.56415
H: -1.58229 -7.20859 -5.40149
H: -1.88128 -7.01578 -3.65998
H: -2.92246 -6.18344 -4.83480
C: 3.70595 1.81699 0.05788
C: 4.03319 0.35336 0.23620
N: 4.29651 -0.82203 0.37935
H: 3.90335 2.11966 -0.97229
H: 2.65202 1.99280 0.28493
H: 4.31920 2.41878 0.72891
C: -9.30440 -3.01136 0.24714
C: -9.39351 -2.17366 -1.00492
N: -9.46238 -1.50056 -2.01133
H: -8.36285 -2.81056 0.76242
H: -10.13346 -2.77128 0.91515
H: -9.35021 -4.07230 -0.01070
C: 5.08658 5.56269 2.26071
C: 4.55189 4.92203 1.00230
N: 4.12222 4.40695 -0.00898
H: 6.11783 5.24602 2.42987
H: 5.05960 6.64874 2.16504
H: 4.47802 5.26547 3.11689
C: 4.48966 9.80117 4.03193
C: 4.81736 8.33890 4.21056
N: 5.08137 7.16391 4.35406
H: 4.68559 10.10337 3.00066
H: 3.43598 9.97702 4.26035
H: 5.10511 10.40504 4.70281
C: 8.34330 4.67916 -0.75424
C: 7.87924 5.87441 0.04189
N: 7.50654 6.83456 0.68117
H: 9.23534 4.24887 -0.29355
H: 7.55605 3.92233 -0.78170
H: 8.58128 4.98276 -1.77617
C: -4.21431 -1.35674 6.12741
C: -2.91239 -0.94702 5.48211
N: -1.86684 -0.61836 4.96166
H: -4.18729 -1.13046 7.19567
H: -5.04385 -0.81342 5.66918
H: -4.37402 -2.42920 5.99443
C: 8.55816 10.32385 5.30714
C: 7.42879 11.29634 5.06905
N: 6.52131 12.07758 4.87780
H: 9.30073 10.77157 5.97138
H: 8.17242 9.41140 5.76750
H: 9.03606 10.06954 4.35836
C: -4.44053 -10.23387 -4.30946
C: -3.50827 -9.04731 -4.26282
N: -2.75375 -8.08690 -4.22510
H: -4.12143 -10.92711 -5.09102
H: -4.43114 -10.75220 -3.34794
H: -5.45810 -9.89914 -4.52384
C: 3.86794 -3.43974 -5.57172
C: 5.16888 -3.03853 -6.22395
N: 6.21363 -2.71632 -6.74766
H: 3.90038 -3.21197 -4.50404
H: 3.03784 -2.89477 -6.02643
H: 3.70375 -4.51180 -5.70192
C: -8.34260 1.68108 0.51609
C: -8.98192 0.43297 1.07401
N: -9.49636 -0.56921 1.52214
H: -8.35901 1.65103 -0.57581
H: -8.88966 2.56308 0.85645
H: -7.30657 1.75179 0.85509

---

Record 4
The following is a quantum chemistry calculation of C30H52BeBrN3OP2 as an isolated structure in a non-equilibrium geometry, from OMol25.

## Properties
Maximum force (hartree/bohr): 0.055
E (a.u.): -4684.72673
Total charge: +2

Atoms and positions in Å:
N: -6.08707 4.51896 -4.34411
C: -5.92757 4.86819 -3.06733
C: -5.27658 4.05153 -2.13385
C: -4.68436 2.82496 -2.54313
C: -4.88063 2.47975 -3.90298
C: -5.57071 3.36955 -4.75502
C: -3.80098 2.06053 -1.64399
Be: -1.07283 0.28816 0.24711
P: 3.49107 -0.01459 0.12096
C: -2.82659 1.13109 -1.99483
C: -1.38477 1.37184 -1.83546
C: -0.47826 1.38506 -2.92169
C: 0.78491 1.95862 -2.80114
C: 1.11170 2.87804 -1.75799
C: 0.27072 2.81493 -0.62403
C: -0.93979 2.02101 -0.61830
Br: 2.68213 3.86665 -1.79112
H: -3.94122 2.31690 -0.58688
H: -3.13016 0.36734 -2.72335
H: -5.22018 4.40434 -1.10145
H: -4.50999 1.54753 -4.30191
H: -6.36383 5.82924 -2.77887
H: -5.72347 3.11085 -5.79997
H: -0.81406 0.91196 -3.85045
H: -1.75634 2.47838 -0.03951
H: 1.54499 1.63716 -3.48478
H: 0.47453 3.35276 0.30616
P: -0.87123 -1.79306 -0.44753
C: 5.16836 0.76903 0.53467
C: 6.30453 1.02543 -0.47607
H: 5.60113 0.21394 1.37808
H: 4.84538 1.75133 0.91947
H: 6.62606 2.06951 -0.40462
H: 7.17773 0.40885 -0.23667
H: 6.03342 0.83617 -1.51435
C: 4.06317 -0.81614 -1.46917
C: 5.18513 -1.86274 -1.47479
H: 4.35093 0.02748 -2.11430
H: 3.16554 -1.26419 -1.92009
H: 5.25473 -2.27132 -2.49903
H: 6.17279 -1.44727 -1.23136
H: 4.99621 -2.70068 -0.79221
C: 3.63041 -1.47481 1.30580
C: 4.83770 -1.75685 2.19733
H: 3.36996 -2.36883 0.72648
H: 2.78319 -1.22602 1.95971
H: 4.59144 -2.61548 2.83338
H: 5.74741 -2.00580 1.63618
H: 5.07558 -0.92147 2.86573
C: -0.45512 -3.06206 0.82119
C: -1.40238 -4.25575 0.93031
H: -0.33796 -2.55243 1.79092
H: 0.55521 -3.41726 0.55708
H: -2.30453 -4.03049 1.51624
H: -1.71124 -4.62348 -0.05676
H: -0.87943 -5.07692 1.43714
C: 0.23372 -2.33348 -1.81641
C: -0.24762 -2.02231 -3.22646
H: 0.37038 -3.42263 -1.69038
H: 1.20971 -1.85093 -1.62763
H: -1.27469 -2.36522 -3.39121
H: -0.19541 -0.95323 -3.45248
H: 0.39116 -2.55168 -3.94092
C: -2.60367 -2.08309 -0.98771
C: -3.62588 -1.45270 -0.03388
H: -2.75556 -3.16247 -1.13371
H: -2.69404 -1.60676 -1.97419
H: -4.59496 -1.33100 -0.54257
H: -3.82070 -2.08182 0.84664
H: -3.31759 -0.44424 0.32640
C: 0.88352 1.99898 2.47629
N: 0.22985 1.07206 3.39731
C: 0.31825 1.42635 4.80958
C: -0.71471 0.24173 2.93862
O: -1.14704 0.36937 1.71570
N: -1.28216 -0.70022 3.69091
C: -0.65294 -1.23423 4.88487
C: -2.50380 -1.38762 3.24041
H: 1.78733 2.38296 2.96475
H: 0.21591 2.85356 2.29622
H: 1.16205 1.49521 1.54202
H: -0.65692 1.37287 5.31729
H: 1.06265 0.84839 5.37702
H: 0.64587 2.46860 4.87667
H: -0.91780 -0.66314 5.78414
H: -1.04586 -2.23750 5.02656
H: 0.44066 -1.31375 4.79203
H: -3.26894 -0.66329 2.91652
H: -2.28458 -2.12326 2.44418
H: -2.89099 -1.93490 4.10850

---

Record 5
The following is a quantum chemistry calculation of C30H52N4O10S as an isolated structure, from OMol25.

## Properties
Maximum force (hartree/bohr): 0.010
E (a.u.): -2543.92498

Atoms and positions in Å:
C: 7.10162 -2.94904 -4.84704
C: 5.68845 -2.47694 -5.23019
N: 4.69223 -3.06094 -4.32630
C: 3.39870 -2.48399 -4.34730
C: 2.31386 -3.26296 -4.56180
C: 0.96466 -2.76027 -4.61651
C: -0.16667 -3.73005 -4.86678
C: -0.23028 -4.79937 -3.80193
N: 0.31876 -5.93799 -3.83775
C: 0.71358 -1.43979 -4.46007
C: 1.81581 -0.58782 -4.21696
N: 1.73415 0.73628 -4.01545
S: 3.23375 1.23821 -3.74356
N: 4.04449 -0.13250 -3.87220
C: 3.15015 -1.09114 -4.14746
H: 7.08370 -3.54546 -3.93685
H: 7.54004 -3.53554 -5.65054
H: 7.76039 -2.09921 -4.67729
H: 5.66404 -1.38780 -5.21866
H: 5.45969 -2.82537 -6.23629
H: 5.04778 -3.15106 -3.38445
H: 2.48807 -4.32093 -4.70625
H: -0.05136 -4.20973 -5.83974
H: -1.10940 -3.18337 -4.84650
H: -0.80612 -4.56708 -2.90532
H: 0.80566 -6.07451 -4.72672
H: -0.28892 -1.03999 -4.51370
O: 3.23168 -1.59821 -9.48808
C: 2.54906 -0.65138 -9.21302
O: 1.96847 -0.60800 -7.99672
C: 1.26476 0.53663 -7.50243
C: -0.18361 0.55088 -7.94366
C: 2.27621 0.45380 -10.20798
H: 1.78468 1.45908 -7.76612
H: 1.31698 0.44385 -6.42314
H: -0.27793 0.63378 -9.02687
H: -0.70779 1.39174 -7.48844
H: -0.67429 -0.37405 -7.63861
H: 1.44252 0.14762 -10.83912
H: 3.15818 0.56687 -10.83254
H: 2.04464 1.41657 -9.76049
O: -1.03978 1.38572 2.22270
C: -0.50975 0.51307 1.58694
O: 0.74905 0.71375 1.15456
C: 1.53037 -0.31778 0.54131
C: 1.25884 -0.43384 -0.94290
C: -1.23414 -0.76300 1.22787
H: 1.38921 -1.26594 1.06070
H: 2.56249 -0.01531 0.71214
H: 0.22605 -0.72808 -1.13514
H: 1.91731 -1.18476 -1.38396
H: 1.42085 0.51401 -1.45002
H: -1.81827 -0.58284 0.32465
H: -1.90836 -1.00643 2.04531
H: -0.58504 -1.61828 1.06339
O: -1.30058 -3.37346 4.85825
C: -1.87698 -2.39641 5.25789
O: -2.15552 -1.41408 4.38453
C: -2.96517 -0.27166 4.72034
C: -2.15577 0.82651 5.36434
C: -2.23207 -2.21696 6.71579
H: -3.82506 -0.56942 5.31985
H: -3.35185 0.08363 3.76708
H: -1.72342 0.52185 6.31828
H: -2.78103 1.70137 5.53972
H: -1.33806 1.10623 4.69967
H: -1.36464 -1.80556 7.23090
H: -2.44981 -3.19762 7.13095
H: -3.08304 -1.56649 6.89529
O: -6.22380 2.12363 4.64053
C: -5.90228 2.56525 3.57278
O: -4.71654 2.19214 3.05370
C: -4.29722 2.50338 1.72184
C: -3.65232 3.86913 1.63277
C: -6.75517 3.56808 2.83002
H: -5.12680 2.38692 1.02181
H: -3.56129 1.73641 1.48468
H: -4.35430 4.66493 1.88514
H: -3.28191 4.04553 0.62252
H: -2.81270 3.92577 2.32480
H: -6.52369 4.56206 3.21130
H: -7.79696 3.34840 3.04756
H: -6.61857 3.56339 1.75178
O: -2.50375 2.54065 8.43981
C: -1.34836 2.83229 8.56695
O: -0.41632 1.86703 8.41905
C: 0.98669 2.14173 8.37561
C: 1.59770 2.21451 9.75924
C: -0.92453 4.23222 8.95219
H: 1.18350 3.04031 7.78967
H: 1.41065 1.30520 7.82244
H: 1.18026 3.03629 10.34125
H: 2.67612 2.35844 9.68821
H: 1.40458 1.29014 10.30315
H: -0.98588 4.32283 10.03611
H: -1.62992 4.92745 8.50536
H: 0.07658 4.50686 8.63015